[1]
H2NO3S | ωB97M-V/def2-TZVPD

```
7
Properties=species:S:1:pos:R:3:forces:R:3:mulliken_charge:R:1
N 1.0834 -0.1039 0.1438 -0.079 -2.502 0.170 -0.638
S -0.5740 -0.2095 -0.2160 -2.110 1.950 -0.934 1.144
O -1.4046 -0.2415 1.0097 1.280 -1.102 -0.683 -0.669
O -0.6595 1.1803 -0.7766 -0.479 -1.481 -0.558 -0.756
O -0.7792 -1.3181 -1.1747 0.385 1.248 1.445 -0.655
H 1.1288 0.8297 -0.1145 0.930 2.179 -0.507 0.313
H 1.2051 -0.1370 1.1282 0.074 -0.291 1.066 0.262
```
Positions in Å, forces in eV/Å.

Summary:
Energy above the lowest of the compared OMol25 structures with the same formula, charge and spin = 11.9 kcal/mol
Molar mass = 96.1 u
Total energy = -18501.7520 eV
SMILES = NS(=O)(=O)[O-]
Max |F| = 3.02 eV/A
Gap between HOMO and LUMO = 8.8 eV
Charge = -1

---

[2]
H3O2Rb | ωB97M-V/def2-TZVPD

```
6
Properties=species:S:1:pos:R:3:forces:R:3:mulliken_charge:R:1
Rb -21.1412 0.1629 3.5198 -0.741 0.055 0.054 0.940
O -23.8247 -0.9338 3.0976 0.897 0.724 0.582 -1.010
H -23.1135 -1.5033 3.3945 -0.001 -1.079 -0.257 0.134
O -23.4185 -0.2048 5.7566 0.299 -0.497 -0.500 -0.657
H -24.3278 -0.0877 6.0457 0.054 0.100 0.066 0.243
H -23.5531 -0.6713 4.8701 -0.509 0.698 0.056 0.350
```
Positions in Å, forces in eV/Å.

Summary:
Energy above the lowest of the compared OMol25 structures with the same formula, charge and spin = 0.0 kcal/mol
Molar mass = 120.5 u
Total energy = -4797.9424 eV
Max |F| = 1.29 eV/A
Gap between HOMO and LUMO = 6.7 eV

---

[3]
C10H20Br10 | ωB97M-V/def2-TZVPD

```
40
Properties=species:S:1:pos:R:3:forces:R:3:mulliken_charge:R:1
Br -2.5184 -0.4352 -3.4480 -0.094 0.586 -0.766 -0.152
C -3.3162 0.9743 -4.5688 -0.374 1.694 0.587 -0.460
C -3.6301 2.2437 -3.6680 -0.346 -0.930 -0.201 -0.649
Br -4.9308 3.5363 -4.5749 1.161 -1.206 0.748 -0.178
H -4.1798 0.4850 -5.0191 -0.077 0.393 0.283 0.383
H -2.6738 1.3455 -5.3673 0.348 -0.637 0.127 0.390
H -2.7422 2.7893 -3.3486 0.016 0.130 -0.894 0.242
H -4.0115 1.9380 -2.6937 -0.803 -0.001 -0.327 0.412
Br 5.5058 -0.7653 -0.7202 -0.871 -0.858 0.950 -0.159
C 4.1653 -1.6010 0.4949 -1.206 0.031 1.129 -0.362
C 4.6099 -2.6035 1.5505 1.171 -0.270 -0.677 -0.603
Br 3.0747 -2.9331 2.8116 1.300 0.199 -0.956 -0.158
H 3.3248 -2.0730 -0.0138 0.417 0.195 -0.845 0.426
H 3.6796 -0.8405 1.1064 0.368 0.702 -0.574 0.011
H 5.5244 -2.2559 2.0312 -0.505 0.251 0.777 0.416
H 4.9495 -3.5324 1.0923 -0.650 -0.306 0.171 0.434
Br 6.3811 3.2456 3.7351 -0.912 -0.364 0.693 -0.167
C 4.7463 2.5520 4.6349 0.115 -1.806 0.339 -0.624
C 3.9579 1.7129 3.6281 -0.665 1.181 0.092 -0.645
Br 2.5501 0.6233 4.5624 0.778 0.825 -0.191 -0.150
H 4.2057 3.3428 5.1551 -0.003 0.164 -0.695 0.398
H 4.9268 1.7949 5.3979 1.220 0.473 0.311 0.372
H 4.5382 0.9806 3.0668 0.056 0.320 0.206 0.387
H 3.4941 2.4639 2.9886 -0.441 -0.731 -0.427 0.386
Br -3.0307 -1.8965 -0.4021 -0.524 -0.151 0.497 -0.115
C -4.7708 -2.2439 -1.1667 -2.002 0.444 -0.620 -0.477
C -6.0353 -1.8259 -0.2779 2.523 -0.705 0.322 -0.550
Br -7.7104 -2.5784 -0.8321 0.115 0.004 -0.332 -0.130
H -4.7725 -3.2924 -1.4646 -0.173 0.060 0.404 0.388
H -4.8359 -1.6663 -2.0888 0.312 -0.001 0.033 0.267
H -6.1167 -0.7414 -0.2038 -0.063 -0.205 -0.127 0.340
H -5.8144 -2.2494 0.7019 -0.377 0.248 0.101 0.326
Br -0.6326 2.2276 -1.5957 0.118 -0.924 0.960 -0.159
C -0.6034 0.5000 -0.5538 1.789 0.212 -0.116 0.083
C 0.9153 0.0336 -0.3003 -1.855 1.253 0.064 -0.584
Br 1.5715 1.0285 1.3279 -0.438 -0.830 -1.265 -0.111
H -1.2144 -0.1708 -1.1579 0.581 0.050 -0.004 -0.540
H -1.0839 0.6252 0.4165 -0.025 0.389 -0.246 0.505
H 1.5777 0.3022 -1.1232 -0.138 -0.049 0.172 0.435
H 0.9250 -1.0401 -0.1126 0.155 0.171 0.296 0.372
```
Positions in Å, forces in eV/Å.

Summary:
Energy above the lowest of the compared OMol25 structures with the same formula, charge and spin = 49.3 kcal/mol
Molar mass = 939.3 u
Total energy = -711118.1665 eV
SMILES = BrCCBr.BrCCBr.BrCCBr.BrCCBr.BrCCBr
Max |F| = 2.64 eV/A
Gap between HOMO and LUMO = 10.1 eV

---

[4]
C5H14 | ωB97M-V/def2-TZVPD

```
19
Properties=species:S:1:pos:R:3:forces:R:3:mulliken_charge:R:1
C -0.1827 -0.3941 -1.1944 -0.803 -0.222 -0.489 -1.079
C -0.4120 1.1040 -1.3491 0.880 -0.145 -0.200 -0.088
C -1.7666 1.4155 -1.9393 -0.629 0.640 0.353 -1.229
H -0.8597 -0.7781 -0.4283 0.296 -0.084 0.223 0.216
H 0.8432 -0.6957 -1.0129 0.103 0.121 0.295 0.281
H -0.5026 -0.9130 -2.1018 0.124 0.039 -0.160 0.405
H -0.2346 1.5730 -0.3818 -0.348 0.189 0.121 0.241
H 0.3616 1.5341 -1.9917 0.012 -0.070 -0.108 0.264
H -2.5785 1.0162 -1.3246 0.057 -0.257 -0.108 0.319
H -1.9682 2.4894 -1.9727 0.207 0.050 -0.009 0.347
H -1.8825 1.0622 -2.9633 0.096 -0.257 0.043 0.316
C 0.8480 -1.6330 2.0309 -0.086 0.091 0.179 -0.813
C 1.4709 -0.2383 2.1471 -0.053 0.168 -0.100 -0.678
H -0.2270 -1.5118 1.8816 0.085 -0.252 -0.309 0.209
H 1.2927 -2.2007 1.2093 -0.208 0.076 0.012 0.252
H 0.9491 -2.2532 2.9246 0.152 0.238 0.091 0.336
H 0.7766 0.4709 2.6109 0.158 -0.179 0.162 0.241
H 1.6609 0.1717 1.1499 0.087 -0.086 0.101 0.136
H 2.4113 -0.2190 2.7059 -0.129 -0.060 -0.098 0.323
```
Positions in Å, forces in eV/Å.

Summary:
Energy above the lowest of the compared OMol25 structures with the same formula, charge and spin = 2.8 kcal/mol
Molar mass = 74.2 u
Total energy = -5411.9288 eV
SMILES = CCC.CC
Max |F| = 0.97 eV/A
Gap between HOMO and LUMO = 12.5 eV

---

[5]
H8O4 | ωB97M-V/def2-TZVPD

```
12
Properties=species:S:1:pos:R:3:forces:R:3:mulliken_charge:R:1
O -1.1032 0.7980 -0.3990 0.330 -0.493 -0.436 -0.691
H -1.4812 1.1171 0.4025 -0.897 0.001 1.173 0.327
H -0.5009 1.5167 -0.5649 0.736 0.737 -0.750 0.354
O -2.2776 -3.0934 0.5145 1.999 -2.154 1.164 -0.627
H -1.3020 -2.9870 0.5509 -0.971 -0.217 0.037 0.319
H -2.5653 -2.3119 0.1330 -1.018 2.402 -1.205 0.310
O 1.7334 2.3331 -0.2953 -0.165 -0.677 0.322 -0.685
H 1.9272 1.3805 -0.1243 0.242 0.829 -0.295 0.391
H 1.9063 2.7796 0.5410 0.032 -0.016 -0.110 0.323
O 1.5642 -0.4130 -0.0652 -0.839 0.499 0.191 -0.717
H 1.4030 -1.1781 -0.6206 0.158 -0.104 -0.160 0.309
H 0.6962 0.0585 -0.0727 0.391 -0.805 0.069 0.387
```
Positions in Å, forces in eV/Å.

Summary:
Energy above the lowest of the compared OMol25 structures with the same formula, charge and spin = 19.8 kcal/mol
Molar mass = 72.1 u
Total energy = -8319.8153 eV
SMILES = O.O.O.O
Max |F| = 3.16 eV/A
Gap between HOMO and LUMO = 12.1 eV

---

Q: Which of these has the highest molar mass?
A: C10H20Br10

---

Q: molar mass of number 3 (C10H20Br10)?
A: 939.3 u